{"formula": "C26H46FNO8PbS2", "method": "ωB97M-V with the def2-TZVPD basis set", "e_tot_ev": -75171.0345, "total_charge": 2, "lumo_ev": -11.145, "species": ["O", "C", "H", "C", "C", "H", "H", "H", "H", "H", "H", "H", "S", "H", "H", "C", "C", "H", "C", "H", "O", "H", "C", "H", "H", "C", "H", "O", "Pb", "C", "C", "H", "H", "O", "H", "H", "H", "H", "N", "F", "H", "H", "H", "C", "C", "H", "C", "H", "C", "C", "C", "H", "C", "H", "H", "C", "H", "H", "C", "C", "H", "H", "H", "C", "H", "H", "H", "O", "O", "H", "O", "H", "O", "C", "C", "C", "H", "H", "H", "H", "C", "H", "H", "C", "S"], "xyz": [[0.648, -0.212, -1.608], [-2.892, 3.389, -2.498], [0.462, 2.142, -1.007], [-5.695, -1.994, -0.308], [2.220, -2.952, -3.281], [-1.443, 3.090, -0.543], [2.582, 0.392, -2.571], [-3.478, -3.458, 1.916], [-3.379, -0.900, -0.797], [1.588, 1.895, 2.016], [-4.034, 1.051, 2.011], [3.170, 3.038, 0.188], [-1.968, -0.820, 2.970], [-2.175, 4.073, -3.121], [-5.670, -3.125, -0.606], [4.974, -1.898, 3.346], [-2.472, 2.800, -1.018], [3.347, -2.641, -3.048], [-2.230, -0.293, 1.206], [0.970, 0.958, -3.363], [2.181, -0.940, -5.232], [3.854, -1.681, 3.632], [5.178, -3.513, 3.089], [-5.544, -1.293, -1.233], [-0.194, 2.297, 1.489], [1.296, 0.147, -0.302], [-4.661, 3.354, -4.216], [2.579, -0.531, -0.152], [-1.276, 4.950, -4.537], [2.691, 2.507, -0.768], [-3.180, -1.311, 0.307], [0.867, -2.487, -0.369], [3.104, 6.010, -1.974], [-1.078, 0.035, 0.399], [-5.157, -0.747, 1.524], [1.208, -2.195, 2.622], [5.622, -1.642, 4.313], [3.517, 1.786, -1.180], [1.291, -2.747, 1.739], [-1.464, -2.480, 3.163], [2.519, 3.478, -2.930], [3.000, 5.282, -0.184], [-0.627, -2.749, 0.746], [1.481, 0.065, -2.757], [-4.930, 1.465, -0.841], [5.326, -0.659, 0.175], [-3.447, 1.802, -0.143], [1.216, 4.125, -1.607], [4.683, -1.163, 1.046], [2.335, 3.763, -1.806], [0.938, 2.453, 1.195], [2.742, -0.578, 2.080], [-4.571, -3.040, 1.837], [4.415, 4.719, -1.305], [1.281, 3.585, 1.230], [-4.344, 2.978, -3.148], [0.609, -0.222, 1.848], [1.665, -3.291, -2.308], [1.317, 1.779, -0.257], [-4.651, -1.626, 0.946], [-2.355, 1.887, 1.854], [3.643, 0.850, 1.250], [-2.672, -2.376, 0.126], [3.281, -0.251, 1.095], [0.922, -3.714, 1.891], [4.787, -4.072, 4.059], [-6.434, 1.737, -2.754], [-3.344, -0.763, 3.748], [5.494, -1.041, 2.269], [-5.354, -3.829, 1.437], [-1.057, 0.171, 3.795], [-4.951, -2.730, 2.921], [-0.079, -1.637, -4.445], [-3.105, 1.134, 1.309], [0.392, -2.137, 0.641], [0.201, -0.510, 0.795], [-5.665, 0.791, -0.230], [4.469, -2.261, 0.699], [4.470, -3.854, 2.206], [6.303, -3.789, 2.923], [3.281, 5.053, -1.320], [-6.776, -1.742, 0.131], [2.239, -3.746, -4.143], [-5.391, 2.030, -2.312], [1.383, -1.419, -3.958]], "forces_ev_per_a": [[2.98, 0.40, 0.76], [-3.65, -3.41, 2.40], [1.77, -1.13, 1.47], [-0.72, 0.82, 0.94], [0.95, 0.03, 0.68], [-2.14, -0.60, -1.08], [-1.91, -1.12, -0.12], [-2.29, 0.73, -0.23], [1.01, -0.27, 2.58], [-1.42, 1.28, -1.57], [1.66, -0.01, -1.67], [-0.94, -1.28, -2.09], [-2.67, 2.82, 9.44], [-1.43, -1.35, 2.15], [0.11, 2.34, 0.45], [0.76, -1.07, 1.65], [-2.40, -1.29, -0.22], [-2.58, -0.56, -0.44], [-1.92, 0.43, -4.13], [1.04, -2.15, 0.84], [-1.62, -1.39, 4.96], [2.04, -0.32, -0.81], [-0.93, 0.37, 0.29], [-0.17, -1.42, 1.52], [2.34, 0.47, -0.63], [-1.52, -0.04, 0.50], [0.68, -0.80, 2.37], [-1.60, 1.68, 0.53], [0.45, 0.05, -0.57], [-0.01, 0.84, 0.53], [-0.72, -1.33, -0.07], [-1.04, 1.22, 1.78], [0.51, -1.89, 1.28], [0.02, -0.84, 2.34], [1.32, -1.69, -0.84], [-0.18, -0.94, -0.89], [-1.40, -0.31, -2.24], [-1.75, 1.36, 0.59], [-1.11, 0.71, -0.52], [-0.64, 3.42, -1.15], [-0.41, 0.54, 2.12], [0.52, -0.37, -2.56], [1.75, 1.86, -0.53], [-0.67, 1.14, -0.22], [2.19, 2.13, -1.92], [-1.22, -1.16, 1.97], [-1.49, 1.34, -4.19], [1.96, -0.91, -0.55], [0.26, 1.08, -1.54], [0.84, 0.62, 1.15], [0.73, -0.83, 0.49], [0.49, 0.58, -2.10], [-1.09, 1.22, 1.28], [-2.37, 0.85, -0.28], [-1.01, -2.31, -0.18], [0.15, -1.45, 2.95], [-1.37, -0.21, -1.69], [1.06, 0.54, -2.02], [-0.39, 1.26, -0.14], [-0.38, -1.91, -1.34], [-1.69, -1.54, -1.16], [-0.93, -1.84, -0.67], [-0.85, 2.53, 0.53], [2.23, -0.72, 1.79], [0.58, 1.32, 0.19], [0.88, 1.19, -1.99], [2.32, 0.72, 0.88], [4.81, -1.00, -4.41], [-2.47, -1.29, -0.69], [1.93, 1.59, 0.70], [-1.95, -4.25, -4.58], [1.07, -0.99, -2.20], [4.16, 0.30, 3.11], [1.49, 1.63, 0.79], [-0.84, -1.67, 0.47], [3.08, -1.09, -1.25], [1.50, 1.41, -1.35], [0.20, 2.04, 1.00], [1.70, 0.53, 1.73], [-2.27, 0.60, 0.16], [-0.17, -0.66, 0.41], [2.19, -0.79, -1.11], [-0.40, 1.71, 1.65], [4.36, 1.11, 1.70], [-1.39, 1.35, -7.21]], "lowdin_charge": [-0.15, -0.12, 0.11, -0.11, -0.15, 0.09, 0.13, 0.08, 0.14, 0.11, 0.14, 0.12, 0.96, -0.31, 0.09, -0.25, 0.06, 0.11, -0.41, 0.13, -0.43, 0.11, -0.10, 0.06, 0.07, -0.31, 0.10, -0.11, 1.75, -0.17, -0.10, 0.11, 0.07, -0.11, 0.12, 0.06, 0.14, 0.13, -0.01, -0.23, 0.10, 0.09, 0.12, -0.22, 0.08, 0.15, -0.04, 0.08, -0.15, -0.25, -0.06, 0.11, -0.09, 0.10, 0.10, -0.02, 0.13, 0.07, -0.23, -0.36, 0.14, 0.14, 0.14, -0.14, 0.09, 0.09, 0.12, -0.32, -0.20, 0.09, -0.32, 0.09, -0.41, -0.08, -0.15, -0.18, 0.11, 0.13, 0.07, 0.09, -0.14, 0.10, 0.11, 0.02, 0.77]}